This record from the Open Molecules 2025 dataset describes a cluster of 2 separate species, C4H13NOS in total. The level of theory is ωB97M-V with the def2-TZVPD basis set.

Element x y z (Å)
C  -0.8844  -1.5603  2.4501
C  0.1652  -0.5312  2.0809
N  -0.3269  0.3295  1.0712
C  0.5316  1.4573  0.9379
C  1.6284  1.3143  -0.0679
S  1.4042  0.8628  -1.8045
H  -0.4123  -2.5545  2.4843
H  -1.8838  -1.5208  1.8826
H  -1.3272  -1.6109  3.4575
H  0.4261  0.0407  3.0535
H  1.1111  -1.0620  1.9935
H  -0.4089  -0.1948  0.1569
H  -0.1418  2.4408  0.6365
H  1.0805  1.7315  1.8648
H  2.3441  0.4499  0.4122
H  2.4010  2.1307  -0.1889
H  1.7098  1.8107  -2.5909
O  -3.3268  -2.2004  -2.3134
H  -2.8012  -2.0900  -3.1192
H  -4.3049  -2.1606  -2.5673

Summary:
LUMO energy ... 0.74 eV
SMILES ... CCNCCS.O
Net charge ... 0
Energy above the lowest of the compared OMol25 structures with the same formula, charge and spin ... 2.619 eV
Kohn-Sham gap ... 9.489 eV
Electronic energy ... -688.2925 hartree